{"formula": "C4H7N3", "method": "wB97M-V/def2-TZVPD", "gap_ev": 9.61, "total_energy_ha": -320.72081, "smiles": "CCc1n/c1=N\\N", "e_above_lowest_kcal_mol": 102.0, "elements": ["H", "C", "N", "C", "C", "H", "H", "N", "N", "H", "C", "H", "H", "H"], "xyz": [[4.014987, 0.117891, -1.934872], [-1.105361, 0.813088, 0.560447], [3.195599, -0.419856, -2.049963], [1.042243, 0.342723, -1.264589], [-0.233863, 0.684965, -0.849307], [-1.566901, -0.724986, 1.823317], [-2.079316, 1.338124, 0.440155], [2.241300, 0.144960, -1.100969], [-0.181110, 0.415296, -2.117305], [-0.376974, 1.157103, 1.244382], [-1.219112, -0.655262, 0.854103], [2.791799, -0.353315, -3.061151], [-1.958262, -1.232773, 0.289005], [-0.211455, -1.087590, 0.950435]], "forces_ev_per_a": [[0.9, 0.7, -0.1], [0.6, -0.9, -4.6], [-3.9, 0.0, -1.6], [-1.5, 0.2, -1.2], [-0.9, 0.6, 2.0], [-0.9, -0.2, 2.4], [1.0, -0.2, 0.2], [2.8, -0.8, 0.3], [0.2, 0.0, 1.0], [0.3, 1.2, 0.7], [0.1, -0.7, -0.1], [1.2, 0.1, 2.2], [0.7, 0.2, -0.5], [-0.4, -0.2, -0.7]], "lowdin_charge": [0.03, -0.12, -0.01, -0.34, -0.17, 0.04, 0.12, -0.02, 0.22, 0.09, -0.14, 0.11, 0.09, 0.10]}